<A>
{"formula": "C6H29NO9", "method": "the ωB97M-V functional and the def2-TZVPD basis", "elements": ["C", "C", "C", "N", "C", "C", "C", "O", "H", "H", "H", "H", "H", "H", "H", "H", "H", "H", "H", "H", "H", "O", "H", "H", "O", "H", "H", "O", "H", "H", "O", "H", "H", "O", "H", "H", "O", "H", "H", "O", "H", "H", "O", "H", "H"], "coordinates": [[1.61, -2.34, -0.99], [1.28, -2.16, 0.52], [-0.26, -2.41, 0.68], [-1.10, -1.26, 0.35], [-0.66, 0.05, 0.77], [-1.01, 1.20, -0.15], [-0.23, 2.48, 0.08], [0.19, 2.80, 1.16], [1.17, -3.30, -1.41], [1.15, -1.62, -1.63], [2.67, -2.66, -1.04], [1.63, -1.17, 0.81], [1.88, -2.83, 1.20], [-0.46, -3.23, -0.04], [-0.47, -2.76, 1.67], [-1.58, -1.11, -0.57], [-0.88, 0.32, 1.83], [0.45, 0.20, 0.85], [-0.63, 0.81, -1.17], [-2.07, 1.29, -0.30], [-0.27, 3.29, -0.66], [-1.22, -0.51, -3.85], [-0.44, 0.04, -3.78], [-1.93, -0.11, -3.35], [-0.13, -1.73, 3.67], [-0.86, -2.26, 3.32], [0.07, -1.15, 2.93], [2.89, 1.26, -2.09], [3.83, 1.09, -2.16], [2.56, 1.10, -1.20], [-3.60, 0.30, 2.48], [-2.79, -0.16, 2.28], [-3.47, 1.25, 2.42], [0.36, 2.53, -3.34], [1.11, 3.01, -3.69], [0.46, 2.70, -2.40], [-3.93, -2.66, -0.98], [-4.44, -2.04, -0.45], [-3.27, -3.06, -0.41], [2.47, 0.99, 2.88], [2.63, 0.47, 3.68], [1.61, 1.32, 3.22], [2.13, 4.21, -0.66], [2.17, 3.29, -0.34], [1.37, 4.50, -0.14]], "charge": 0, "homo_energy_ev": -9.35, "gap_ev": 9.2502}

=====

<B>
{"formula": "C6H29NO9", "method": "the ωB97M-V functional and the def2-TZVPD basis", "elements": ["C", "C", "C", "N", "C", "C", "C", "H", "H", "H", "H", "H", "H", "H", "H", "H", "H", "H", "O", "H", "H", "O", "H", "H", "O", "H", "H", "O", "H", "H", "O", "H", "H", "O", "H", "H", "O", "H", "H", "O", "H", "H", "O", "H", "H"], "coordinates": [[1.24, 2.12, 3.02], [0.77, 1.67, 1.72], [1.02, 0.38, 1.20], [1.33, -0.70, 2.13], [0.66, 0.19, -0.30], [0.32, -0.96, -0.93], [-0.29, -1.03, -2.25], [0.83, 1.77, 3.95], [0.84, 3.16, 3.24], [2.35, 1.98, 3.05], [0.40, 2.55, 1.10], [2.02, -1.47, 1.92], [1.65, -0.45, 3.03], [0.82, 1.02, -0.93], [0.41, -1.94, -0.51], [-1.46, -0.96, -2.18], [-0.04, -1.96, -2.70], [0.00, -0.12, -2.92], [-1.81, 1.82, -0.48], [-1.39, 1.79, -1.41], [-1.24, 1.09, 0.02], [0.26, -3.36, 1.14], [0.12, -3.88, 1.84], [-0.38, -2.63, 1.08], [2.46, -2.40, -0.03], [1.64, -2.84, 0.27], [3.17, -2.82, 0.34], [3.09, -0.42, -1.73], [2.81, -1.22, -1.27], [3.82, -0.01, -1.29], [-4.00, -0.69, 0.95], [-3.60, 0.02, 0.42], [-4.38, -0.13, 1.72], [-0.70, 2.19, -3.57], [0.02, 2.56, -2.94], [-0.32, 1.37, -3.89], [1.61, 0.84, -3.59], [1.64, 0.59, -4.45], [2.05, 0.22, -3.03], [-1.66, -1.53, 1.93], [-1.00, -0.80, 1.95], [-2.52, -1.20, 1.53], [-3.49, 2.31, 1.56], [-2.96, 2.61, 2.29], [-3.10, 2.30, 0.69]], "charge": 0, "homo_energy_ev": -8.01, "gap_ev": 8.3082}

=====

What are the relative energies? In kJ/mol: <A> 0.0; <B> 20.6.

=====

<A>
{"formula": "C3H11N3", "method": "the ωB97M-V functional and the def2-TZVPD basis", "elements": ["C", "C", "C", "N", "N", "N", "H", "H", "H", "H", "H", "H", "H", "H", "H", "H", "H"], "coordinates": [[0.85, -1.35, -0.10], [1.04, 1.28, -0.14], [0.75, -0.05, -0.83], [-2.21, -0.90, 0.05], [-1.70, 1.29, 0.22], [-1.83, 0.20, -0.61], [0.59, -2.23, -0.73], [1.86, -1.58, 0.06], [0.18, -1.28, 0.87], [0.53, 1.20, 0.90], [0.53, 2.09, -0.61], [2.07, 1.48, -0.05], [0.56, -0.15, -1.93], [-1.84, -0.85, 1.15], [-1.98, -1.83, -0.27], [-2.20, 2.04, -0.11], [-2.02, 1.13, 1.15]], "charge": 0, "homo_energy_ev": [-6.93, -6.91], "gap_ev": [7.8909, 7.9895]}

=====

<B>
{"formula": "C3H11N3", "method": "the ωB97M-V functional and the def2-TZVPD basis", "elements": ["N", "C", "C", "N", "C", "N", "H", "H", "H", "H", "H", "H", "H", "H", "H", "H", "H"], "coordinates": [[0.81, 2.06, 0.73], [0.29, 1.98, -0.65], [-0.28, 0.58, -1.02], [-0.40, -0.27, 0.19], [0.00, -1.68, 0.04], [-0.12, -2.34, 1.36], [0.31, 2.82, 1.18], [0.45, 1.23, 1.19], [-0.44, 2.79, -0.80], [1.06, 2.25, -1.37], [0.38, 0.16, -1.77], [-1.26, 0.55, -1.49], [-1.39, -0.40, 0.34], [-0.61, -2.17, -0.71], [1.06, -1.83, -0.20], [0.74, -2.54, 1.86], [-0.62, -3.18, 1.14]], "charge": 0, "homo_energy_ev": -8.92, "gap_ev": 9.9075}

=====

<C>
{"formula": "C3H11N3", "method": "the ωB97M-V functional and the def2-TZVPD basis", "elements": ["C", "C", "C", "N", "N", "N", "H", "H", "H", "H", "H", "H", "H", "H", "H", "H", "H"], "coordinates": [[0.94, 1.61, 0.54], [0.05, 0.85, -0.77], [-0.34, -0.49, -0.18], [-0.81, -1.44, -1.15], [0.84, -1.03, 0.46], [-1.39, -0.39, 0.78], [1.78, 1.18, 1.08], [0.17, 1.90, 1.24], [1.34, 2.50, 0.06], [-0.82, 1.43, -1.07], [0.75, 0.73, -1.61], [-1.00, -1.12, -2.10], [-0.90, -2.45, -1.15], [1.26, -1.86, 0.06], [1.35, -0.84, 1.31], [-1.43, -1.08, 1.53], [-1.81, 0.51, 0.98]], "charge": 0, "homo_energy_ev": -7.96, "gap_ev": 9.1314}

=====

What are the relative energies? In kJ/mol: <A> 410.8; <B> 0.0; <C> 51.8.

=====

<A>
{"formula": "C3H11N3", "method": "the ωB97M-V functional and the def2-TZVPD basis", "elements": ["C", "C", "N", "H", "H", "H", "H", "H", "N", "C", "N", "H", "H", "H", "H", "H", "H"], "coordinates": [[-3.36, -0.08, -0.26], [-2.29, 0.36, -0.93], [-0.97, -0.09, -0.79], [-3.33, -0.98, 0.33], [-4.20, 0.58, -0.14], [-2.35, 1.24, -1.55], [-0.77, -0.71, -0.02], [-0.61, -0.51, -1.64], [1.53, -1.06, 0.70], [1.75, 0.38, 0.88], [2.46, 1.05, -0.20], [2.40, -1.58, 0.63], [0.91, -1.49, 1.38], [0.77, 0.85, 0.95], [2.38, 0.53, 1.75], [3.45, 0.90, -0.02], [2.22, 0.62, -1.08]], "charge": 0, "homo_energy_ev": -8.62, "gap_ev": 9.6488}

=====

<B>
{"formula": "C3H11N3", "method": "the ωB97M-V functional and the def2-TZVPD basis", "elements": ["C", "C", "N", "H", "H", "H", "H", "H", "N", "C", "N", "H", "H", "H", "H", "H", "H"], "coordinates": [[-2.17, -1.83, -2.54], [-3.03, -1.76, -1.46], [-3.19, -0.70, -0.51], [-1.32, -1.16, -2.75], [-2.32, -2.51, -3.44], [-3.74, -2.60, -1.36], [-2.74, 0.13, -0.80], [-4.25, -0.60, -0.54], [2.50, 2.37, 1.79], [3.06, 1.02, 1.51], [2.09, -0.10, 1.47], [1.62, 2.66, 1.22], [3.15, 3.12, 1.53], [3.81, 0.76, 2.24], [3.59, 1.03, 0.54], [1.36, 0.30, 0.80], [1.58, -0.13, 2.31]], "charge": 0, "homo_energy_ev": -8.53, "gap_ev": 9.3442}

=====

What are the relative energies? In kJ/mol: <A> 0.0; <B> 73.1.

=====

<A>
{"formula": "C3H11N3", "method": "the ωB97M-V functional and the def2-TZVPD basis", "elements": ["C", "N", "C", "H", "H", "H", "H", "H", "N", "C", "N", "H", "H", "H", "H", "H", "H"], "coordinates": [[-1.28, -1.88, 0.04], [-1.40, -1.16, -1.00], [-0.36, -1.27, -2.01], [-1.37, -1.51, 1.06], [-0.90, -2.92, -0.03], [-0.83, -1.11, -2.97], [0.33, -0.44, -1.87], [0.24, -2.19, -2.11], [-0.13, 1.41, 0.25], [0.90, 0.84, 1.13], [1.94, 1.81, 1.50], [-0.73, 1.97, 0.85], [-0.55, 0.67, -0.31], [1.39, 0.02, 0.61], [0.52, 0.31, 2.02], [1.45, 2.49, 2.08], [2.12, 2.30, 0.63]], "charge": 0, "homo_energy_ev": -8.98, "gap_ev": 9.5619}

=====

<B>
{"formula": "C3H11N3", "method": "the ωB97M-V functional and the def2-TZVPD basis", "elements": ["N", "C", "C", "N", "C", "N", "H", "H", "H", "H", "H", "H", "H", "H", "H", "H", "H"], "coordinates": [[-0.28, 2.43, 0.56], [0.31, 1.21, 1.05], [-0.75, 0.11, 0.81], [-0.89, -0.68, -0.43], [0.02, -1.76, -0.74], [0.99, -1.61, -1.71], [-0.54, 2.82, 1.43], [0.30, 2.97, 0.02], [1.27, 1.12, 0.60], [0.59, 1.23, 2.12], [-1.80, 0.67, 0.88], [-0.28, -0.57, 1.62], [-1.19, -0.15, -1.20], [0.58, -1.72, 0.20], [-0.30, -2.75, -0.55], [1.22, -2.45, -2.34], [0.75, -0.88, -2.33]], "charge": 0, "homo_energy_ev": -7.88, "gap_ev": 9.0554}

=====

<C>
{"formula": "C3H11N3", "method": "the ωB97M-V functional and the def2-TZVPD basis", "elements": ["C", "N", "C", "N", "C", "N", "H", "H", "H", "H", "H", "H", "H", "H", "H", "H", "H"], "coordinates": [[2.42, 0.11, 0.44], [0.92, 0.16, 0.57], [0.40, -0.37, -0.67], [-1.11, -0.35, -0.57], [-1.69, 0.99, -0.55], [-1.60, -1.16, 0.54], [2.80, -0.88, 0.16], [2.77, 0.86, -0.29], [2.86, 0.36, 1.41], [0.63, -0.49, 1.29], [0.70, -1.42, -0.83], [0.70, 0.22, -1.54], [-1.50, 1.52, 0.40], [-1.29, 1.60, -1.37], [-2.77, 0.94, -0.69], [-1.69, -0.60, 1.39], [-2.54, -1.50, 0.32]], "charge": 0, "homo_energy_ev": -8.68, "gap_ev": 9.8228}

=====

What are the relative energies? In kJ/mol: <A> 48.5; <B> 116.1; <C> 0.0.

=====

<A>
{"formula": "C3H6N2OS2", "method": "the ωB97M-V functional and the def2-TZVPD basis", "elements": ["C", "C", "C", "N", "N", "O", "S", "S", "H", "H", "H", "H", "H", "H"], "coordinates": [[-2.68, -0.13, 0.22], [-0.13, 0.00, 0.25], [2.32, 1.15, -0.37], [-2.00, -1.29, -0.19], [-0.72, -1.21, -0.14], [1.92, -1.41, 0.29], [-1.38, 1.12, 0.85], [1.52, -0.12, 0.91], [-3.00, 0.45, -0.65], [-3.17, -0.35, 1.07], [-0.25, -2.34, -0.51], [3.15, 1.39, 0.16], [1.85, 2.10, -0.57], [2.57, 0.62, -1.32]], "charge": 0, "homo_energy_ev": [-7.33, -7.14], "gap_ev": [7.5632, 7.5727]}

=====

<B>
{"formula": "C3H6N2OS2", "method": "the ωB97M-V functional and the def2-TZVPD basis", "elements": ["C", "N", "S", "C", "C", "S", "N", "O", "H", "H", "H", "H", "H", "H"], "coordinates": [[1.84, 1.39, 1.90], [1.34, 0.44, 1.37], [-0.20, 0.90, 0.43], [-0.62, -0.82, -0.38], [-1.84, -0.63, -1.20], [-1.47, 0.68, -2.52], [-0.07, -1.95, -0.46], [1.06, -2.36, 0.27], [1.19, 2.49, 1.54], [2.86, 1.29, 2.63], [-2.09, -1.63, -1.66], [-2.54, -0.16, -0.52], [-0.99, 1.76, -1.88], [1.53, -1.40, 0.46]], "charge": 0, "homo_energy_ev": -9.40, "gap_ev": 9.2853}

=====

What are the relative energies? In kJ/mol: <A> 10.4; <B> 0.0.